Entry 1:
The following is a quantum chemistry calculation of one molecule with the formula C6H10O, from the OMol25 dataset.

Last column: natural (NBO) charge in e.
Cartesian coordinates (Å):
H 3.01 0.19 0.30  0.21
C 0.90 0.56 0.56  -0.12
C -1.72 -0.12 -0.14  -0.36
C -1.04 -1.27 0.20  0.15
H -1.90 -2.41 -1.06  0.48
H 0.54 1.31 -1.43  0.22
C 0.26 1.49 -0.38  -0.52
H -0.32 -1.31 1.00  0.20
H 0.45 2.55 -0.16  0.22
C -1.17 1.16 -0.10  -0.13
H -2.76 -0.22 -0.45  0.21
C 2.04 -0.34 0.19  -0.67
H 1.98 -0.69 -0.84  0.21
H 2.11 -1.23 0.84  0.21
H 0.82 0.83 1.61  0.18
O -1.35 -2.50 -0.27  -0.67
H -1.85 1.99 0.13  0.19

Summary:
HOMO (alpha / beta) (eV): -7.2 / -6.8
Maximum force (Eh/bohr): 0.0252
Energy relative to the best compared isomer or geometry (same formula, charge and spin) (kJ/mol): 355.5
Frontier orbital gap (alpha / beta) (eV): 7.76 / 7.59



Entry 2:
The following is a quantum chemistry calculation of a 2-piece molecular cluster, CH4Br2N overall, from the OMol25 dataset.

Last column: natural (NBO) charge in e.
Cartesian coordinates (Å):
H -1.41 -0.44 -0.06  0.46
C 0.66 -0.04 0.29  -0.23
Br 1.55 1.64 -0.02  0.22
H -0.06 -0.17 2.35  0.18
Br 1.50 -1.71 -0.06  0.23
H -0.69 -0.20 -1.51  0.45
H -0.94 0.93 -0.48  0.45
N -0.60 -0.02 -0.53  -0.76

Summary:
HOMO (alpha / beta) (eV): -15.0 / -14.4
Maximum force (Eh/bohr): 0.0623
Energy relative to the best compared isomer or geometry (same formula, charge and spin) (kJ/mol): 402.8
Frontier orbital gap (alpha / beta) (eV): 8.60 / 9.03
Total charge: +1



Entry 3:
The following is a quantum chemistry calculation of a 2-piece molecular cluster, H5N3O overall, from the OMol25 dataset.

Last column: natural (NBO) charge in e.
Cartesian coordinates (Å):
H -1.72 1.49 1.14  0.35
H 2.63 -0.78 -0.23  0.31
H -1.84 0.01 0.33  0.33
H 0.00 0.77 -0.56  0.45
O -0.65 1.34 -0.31  -0.61
N 1.99 -1.37 -0.79  -0.26
H 0.13 -1.27 -1.03  0.31
N -1.27 0.69 0.79  -0.53
N 0.89 -0.88 -0.52  -0.35

Summary:
HOMO (eV): -9.1
Maximum force (Eh/bohr): 0.0758
Structure (SMILES): [H]/N=N/[H].NO
Energy relative to the best compared isomer or geometry (same formula, charge and spin) (kJ/mol): 151.0
Frontier orbital gap (eV): 9.48



Entry 4:
The following is a quantum chemistry calculation of C4H4O2 as an isolated structure, from the OMol25 dataset.

Last column: natural (NBO) charge in e.
Cartesian coordinates (Å):
C 1.37 -0.62 0.45  -0.42
O -1.18 -0.97 -0.36  -0.50
O -1.54 0.83 0.34  -0.46
H 0.93 1.57 -0.11  0.21
C 0.65 0.45 0.06  -0.30
C -1.98 -0.39 0.51  0.57
H 0.89 -1.62 0.34  0.22
H -0.73 0.70 -1.66  0.20
C -0.59 0.32 -0.58  0.29
H 2.18 -0.29 1.01  0.20

Summary:
HOMO (alpha / beta) (eV): -5.0 / -9.2
Maximum force (Eh/bohr): 0.1357
2S+1: 3
<S²>: 2.02
Energy relative to the best compared isomer or geometry (same formula, charge and spin) (kJ/mol): 535.7
Frontier orbital gap (alpha / beta) (eV): 5.28 / 5.43



Entry 5:
The following is a quantum chemistry calculation of one molecule with the formula C5H7NOS, from the OMol25 dataset.

Last column: natural (NBO) charge in e.
Cartesian coordinates (Å):
H 0.37 -0.07 2.11  0.20
H -0.14 -2.12 0.53  0.14
C 0.00 0.46 1.20  -0.20
C 0.31 -0.07 -0.20  -0.28
C 1.36 0.60 -1.14  -0.25
H 2.09 -0.14 -1.44  0.22
S 1.34 2.13 -1.60  0.09
C 0.62 -1.55 0.01  0.45
O 1.65 -2.07 -0.39  -0.52
H -1.64 -0.70 -1.08  0.20
H 0.11 1.55 1.33  0.20
N -1.44 0.06 0.92  -0.62
H -1.39 1.09 -1.03  0.20
C -1.14 0.10 -0.55  -0.20
H -2.10 0.71 1.31  0.36

Summary:
HOMO (eV): -8.9
Maximum force (Eh/bohr): 0.0477
Structure (SMILES): O=CC1(C=S)CNC1
Energy relative to the best compared isomer or geometry (same formula, charge and spin) (kJ/mol): 256.3
Frontier orbital gap (eV): 8.48



Entry 6:
The following is a quantum chemistry calculation of a 11-piece molecular cluster, C42H80O24S9 overall, from the OMol25 dataset.

Last column: Löwdin charge in e.
Cartesian coordinates (Å):
C -3.15 -2.85 3.09  -0.07
S -1.52 -6.88 -0.88  0.67
H 3.14 2.10 0.53  0.09
O -3.06 0.17 5.24  -0.31
C -0.92 -2.45 -4.80  -0.20
O 2.04 0.10 4.57  -0.36
H 4.12 2.22 4.43  0.15
C -5.94 -1.42 -1.35  -0.18
H -3.52 0.05 -2.49  0.07
H 5.94 4.88 -3.63  0.11
H 1.11 0.21 -5.25  0.08
C 3.42 -1.99 -3.00  -0.13
H 2.03 0.37 -0.29  0.12
H 0.28 0.27 -6.86  0.11
O -1.57 -7.74 -2.10  -0.34
H -0.68 1.17 1.02  0.11
C -1.54 5.07 -2.45  -0.21
H 0.73 1.53 -1.03  0.09
H 5.53 2.48 -4.34  0.12
H 4.19 -3.94 3.88  0.11
C -1.96 -4.43 -1.86  -0.18
O -0.11 -2.30 -7.31  -0.31
S -1.58 4.38 0.14  0.70
H -1.73 0.78 -5.48  0.11
H -1.23 -1.73 0.39  0.09
O -0.37 4.12 0.89  -0.32
H -5.64 -1.01 -3.36  0.10
C -3.29 3.65 4.71  -0.20
C 5.20 4.27 -3.16  -0.20
C 4.11 3.15 3.72  -0.20
H 2.02 2.89 3.07  0.11
C -2.59 -2.88 4.55  -0.08
H -3.05 -3.50 5.31  0.14
H 2.64 -3.69 2.94  0.11
H 0.24 -3.90 -1.95  0.08
H -0.92 6.71 0.40  0.11
H 1.38 -1.02 1.59  0.09
H -0.52 -2.42 -3.77  0.08
H -0.91 4.80 -3.32  0.13
H 5.76 4.03 2.43  0.09
C -4.67 1.75 4.00  -0.23
O 3.57 -1.02 6.17  -0.35
H 6.34 2.47 -2.83  0.13
H -0.07 -5.39 0.09  0.08
C -1.50 3.82 -1.58  -0.20
H 4.30 -2.07 -3.65  0.14
H 1.90 -3.49 -3.48  0.11
O 3.09 -2.28 0.39  0.14
H -3.46 -6.08 -1.71  0.11
H 3.18 0.93 1.95  0.10
C 5.48 3.12 2.96  -0.23
C 2.34 -3.67 5.01  -0.22
H 3.29 5.41 -3.10  0.10
H -2.87 4.63 4.55  0.11
H 3.55 -4.04 -3.02  0.13
S -4.84 -0.85 -0.02  0.65
C -4.46 0.51 -2.22  -0.19
H -1.53 2.98 3.76  0.12
O 1.97 3.53 -2.05  -0.34
H -2.35 -4.26 -2.86  0.09
C -0.44 -4.79 -1.96  -0.22
O -1.68 -7.53 0.38  -0.31
C 3.25 -3.44 3.82  -0.18
S -3.06 1.08 4.15  0.67
C -5.73 -0.38 -2.48  -0.20
C -0.10 -5.81 -0.87  -0.22
H -2.59 6.57 -0.18  0.12
H 3.06 -1.56 2.75  0.06
S 2.83 3.16 -3.17  0.66
O -2.28 -3.78 2.46  0.07
C -2.67 -5.58 -1.13  -0.23
S 5.31 1.88 1.65  0.65
H -0.20 -5.27 -2.92  0.12
C 0.25 -0.12 -5.83  -0.17
C 5.37 2.75 -3.29  -0.22
H -1.65 2.41 5.46  0.10
H -5.25 1.61 4.90  0.11
H 4.36 2.12 -1.61  0.09
C 0.34 -0.69 1.45  -0.21
H -2.42 -1.89 4.87  0.08
O -3.65 -1.60 -0.06  -0.31
C 0.33 0.74 1.03  -0.19
H -2.96 -1.86 2.74  0.09
C -1.91 -1.30 -5.01  -0.21
H 5.28 4.43 -2.08  0.12
C 0.96 0.67 -0.37  -0.22
O -2.57 0.55 2.90  -0.31
H 3.89 1.07 -2.95  0.11
H -3.08 -5.25 -0.20  0.09
H 0.01 6.13 -1.58  0.11
O 1.65 -2.51 -5.56  -0.34
C -1.13 -3.86 3.12  -0.56
S 0.38 -1.95 -6.02  0.69
H -5.22 1.22 3.23  0.10
H -1.22 7.24 -1.97  0.12
H 2.81 -3.79 5.97  0.11
C 4.14 2.12 -2.69  -0.23
C -0.16 -1.56 0.34  -0.21
H -2.61 -1.30 -4.22  0.08
H 1.72 -4.53 4.67  0.12
H -5.37 1.39 -0.45  0.11
H 0.39 -2.48 0.31  0.10
O 0.82 -1.31 -2.15  -0.30
H -4.16 -3.10 2.98  0.12
H -6.56 0.30 -2.70  0.11
O 3.77 -1.62 -1.66  0.07
H -5.31 3.69 3.80  0.10
H -2.09 -3.42 -1.38  0.11
C -1.58 6.14 -0.24  -0.23
H -1.12 -3.41 -5.21  0.09
C 3.02 3.06 2.64  -0.22
C -1.05 6.25 -1.63  -0.24
H -6.93 -1.46 -0.87  0.10
C -4.46 0.81 -0.66  -0.18
C 3.50 -1.92 3.68  -0.23
C 3.78 4.60 -3.61  -0.22
H -2.24 3.03 -1.72  0.10
O -1.30 -3.40 4.37  0.04
H 0.78 -2.34 4.27  0.07
C 1.42 -2.46 5.13  -0.22
C -2.21 2.61 4.56  -0.21
H -0.51 3.48 -1.70  0.05
H 0.87 -2.41 6.07  0.12
H 4.56 -1.63 3.73  0.11
O 2.57 -3.42 -1.44  0.05
H -0.13 -0.93 2.42  0.12
O 2.23 2.56 -4.33  -0.32
O 5.69 0.64 2.18  -0.30
H -3.98 3.34 2.71  0.09
C 3.43 1.97 1.62  -0.19
O -5.63 -0.70 1.18  -0.34
H 3.62 4.72 -4.71  0.12
H 2.79 -1.20 -3.34  0.08
O 5.84 2.46 0.44  -0.34
H 0.86 -6.33 -1.08  0.13
H -2.56 5.33 -2.83  0.13
H 2.93 4.07 2.16  0.13
S 2.64 -1.15 5.01  0.70
H 4.03 4.08 4.25  0.10
H -3.56 1.32 -0.35  0.08
H 0.89 1.36 1.71  0.09
S 0.06 -0.62 -1.12  0.69
H -3.69 3.65 5.71  0.11
O -1.17 -0.03 -1.62  -0.31
O -2.81 3.85 0.71  -0.34
H -2.43 -1.56 -5.92  0.11
H -4.62 1.41 -2.78  0.10
H -5.57 -2.36 -1.68  0.09
O -0.07 -4.19 2.63  0.13
H 6.37 2.93 3.57  0.11
C -1.08 0.00 -5.05  -0.20
C -4.40 3.18 3.71  -0.21
C 3.16 -2.42 -0.80  -0.61
H -0.81 0.32 -4.04  0.08
C 2.77 -3.33 -2.83  -0.13

Summary:
HOMO (eV): -9.8
Maximum force (Eh/bohr): 0.0883
Structure (SMILES): O=S1(=O)CCCC1.O=S1(=O)CCCC1.O=S1(=O)CCCC1.O=S1(=O)CCCC1.O=S1(=O)CCCC1.O=S1(=O)CCCC1.O=S1(=O)CCCC1.O=S1(=O)CCCC1.O=S1(=O)CCCC1.O=C1OCCO1.O=C1OCCO1
Frontier orbital gap (eV): 9.72



> What is the formula in the first record?

C6H10O



> Which value of maximum force does entry 1 give?

0.0252 Eh/bohr